{"formula": "C4H14N2O", "method": "ωB97M-V/def2-TZVPD", "e_tot_ha": -345.52140, "homo_ev": -8.9, "smiles": "CNC[C@@H](C)N.O", "relative_energy_kcal_mol": 34.38, "total_charge": 0, "homo_lumo_gap_ev": 9.65, "species": ["C", "N", "C", "C", "C", "N", "H", "H", "H", "H", "H", "H", "H", "H", "H", "H", "H", "H", "O", "H", "H"], "coordinates": [[0.438, -2.170, -2.141], [0.246, -1.398, -0.919], [-0.477, -0.153, -1.158], [-0.399, 0.801, 0.082], [-0.515, 2.293, -0.221], [-1.361, 0.244, 1.014], [1.181, -1.644, -2.746], [0.675, -3.221, -1.986], [-0.404, -2.234, -2.861], [-0.331, -1.968, -0.304], [0.063, 0.340, -1.977], [-1.507, -0.309, -1.500], [0.653, 0.624, 0.326], [0.136, 2.562, -1.045], [-0.228, 2.808, 0.701], [-1.541, 2.539, -0.492], [-1.268, 0.747, 1.886], [-2.311, 0.270, 0.680], [2.707, -0.063, 4.341], [1.914, 0.247, 4.819], [2.329, -0.317, 3.500]]}

***

{"formula": "C4H14N2O", "method": "ωB97M-V/def2-TZVPD", "spin_multiplicity": 2, "e_tot_ha": -345.21816, "homo_ev": [-13.4, -13.4], "relative_energy_kcal_mol": 16.26, "total_charge": 1, "homo_lumo_gap_ev": [9.99, 4.91], "s2": 0.754, "species": ["C", "C", "C", "C", "N", "N", "H", "H", "H", "H", "H", "H", "H", "H", "H", "H", "H", "H", "H", "H", "O"], "coordinates": [[2.280, -1.317, -0.463], [0.943, -0.683, -0.134], [0.946, 0.838, -0.249], [-0.481, 1.409, -0.482], [-0.893, 1.167, -1.800], [0.572, -1.071, 1.244], [2.719, -0.835, -1.349], [3.039, -1.186, 0.309], [2.204, -2.357, -0.771], [0.193, -1.102, -0.798], [1.616, 1.084, -1.070], [1.330, 1.250, 0.682], [-1.157, 0.865, 0.196], [-0.557, 2.470, -0.244], [-0.655, 0.280, -2.247], [-0.946, 1.942, -2.465], [-0.298, -0.640, 1.541], [0.373, -2.071, 1.270], [-3.311, 0.341, 2.824], [-4.029, -0.664, 1.952], [-3.887, 0.283, 2.055]]}

***

{"formula": "C4H14N2O", "method": "ωB97M-V/def2-TZVPD", "spin_multiplicity": 2, "e_tot_ha": -345.16016, "homo_ev": [-12.3, -12.3], "relative_energy_kcal_mol": 52.65, "total_charge": 1, "homo_lumo_gap_ev": [9.02, 3.76], "s2": 0.755, "species": ["C", "C", "C", "N", "C", "N", "H", "H", "H", "H", "H", "H", "H", "H", "H", "H", "H", "H", "H", "H", "O"], "coordinates": [[-1.488, -0.358, -0.137], [-0.131, 0.433, -0.210], [0.606, 0.254, -1.549], [1.917, 1.006, -1.577], [-1.746, -0.485, 1.356], [-3.078, -0.974, 1.794], [-1.247, -1.455, -0.537], [-2.159, 0.088, -0.701], [0.575, 0.154, 0.652], [-0.278, 1.494, 0.117], [-0.082, 0.357, -2.342], [0.604, -0.833, -1.580], [2.669, 0.729, -0.995], [2.210, 1.094, -2.568], [-0.958, -0.899, 1.940], [-1.651, 0.620, 1.624], [-3.766, -0.279, 1.465], [-3.288, -1.860, 1.450], [3.720, 1.014, 1.101], [3.715, -0.559, 0.389], [3.857, 0.458, 0.307]]}

***

{"formula": "C4H14N2O", "method": "ωB97M-V/def2-TZVPD", "spin_multiplicity": 2, "e_tot_ha": -345.11024, "homo_ev": [-13.4, -12.9], "relative_energy_kcal_mol": 83.98, "total_charge": 1, "homo_lumo_gap_ev": [10.00, 3.50], "s2": 0.757, "species": ["C", "C", "C", "N", "C", "N", "H", "H", "H", "H", "H", "H", "H", "H", "H", "H", "H", "H", "H", "H", "O"], "coordinates": [[1.183, -0.068, -0.584], [-0.065, -0.019, 0.400], [-0.858, 1.286, 0.296], [-2.157, 1.104, 1.069], [0.899, -0.899, -1.899], [1.549, -0.534, -3.215], [2.041, -0.245, 0.044], [1.392, 1.029, -0.998], [0.099, -0.400, 1.525], [-0.615, -0.943, 0.060], [-1.100, 1.470, -0.827], [-0.188, 2.060, 0.673], [-2.294, 1.951, 1.713], [-2.108, 0.104, 1.674], [1.209, -1.898, -1.494], [-0.097, -0.956, -2.180], [1.073, 0.253, -3.671], [2.548, -0.293, -3.089], [-0.314, -1.514, 3.408], [-1.336, -0.497, 3.249], [-0.861, -0.991, 3.846]]}

***

{"formula": "C4H14N2O2", "method": "ωB97M-V/def2-TZVPD", "e_tot_ha": -420.76038, "homo_ev": -8.0, "smiles": "N/C=C/CCN.O.O", "relative_energy_kcal_mol": 28.06, "total_charge": 0, "homo_lumo_gap_ev": 8.78, "species": ["N", "C", "C", "C", "C", "N", "H", "H", "H", "H", "H", "H", "H", "H", "H", "H", "O", "H", "H", "O", "H", "H"], "coordinates": [[-0.208, 2.487, -1.321], [0.540, 1.458, -0.766], [0.529, 0.188, -1.182], [1.224, -0.878, -0.366], [0.705, -1.009, 1.091], [-0.712, -0.703, 1.212], [-0.119, 3.365, -0.844], [-0.393, 2.537, -2.305], [1.153, 1.781, 0.064], [-0.172, -0.105, -1.955], [2.288, -0.656, -0.277], [1.165, -1.863, -0.824], [1.303, -0.326, 1.683], [0.846, -2.039, 1.428], [-1.308, -1.298, 1.754], [-1.160, -0.129, 0.518], [-0.486, 2.159, 2.279], [-0.258, 1.228, 2.122], [-1.441, 2.138, 2.397], [-0.828, -2.928, -1.706], [-0.940, -2.258, -1.019], [-1.728, -3.148, -1.981]]}

***

{"formula": "C4H14N2O2", "method": "ωB97M-V/def2-TZVPD", "e_tot_ha": -420.74211, "homo_ev": -8.8, "smiles": "NCCNCCO.O", "relative_energy_kcal_mol": 39.53, "total_charge": 0, "homo_lumo_gap_ev": 9.57, "species": ["N", "C", "C", "N", "C", "C", "O", "H", "H", "H", "H", "H", "H", "H", "H", "H", "H", "H", "H", "O", "H", "H"], "coordinates": [[-0.924, 2.539, -1.438], [-0.531, 2.379, -0.033], [-1.056, 1.006, 0.506], [-0.194, -0.109, 0.138], [0.994, -0.277, 0.969], [1.318, -1.778, 1.046], [1.590, -2.266, -0.272], [-1.221, 1.642, -1.789], [-1.437, 3.392, -1.541], [-0.925, 3.196, 0.596], [0.522, 2.415, 0.251], [-1.134, 0.989, 1.588], [-2.067, 0.820, 0.107], [0.041, -0.161, -0.845], [1.847, 0.210, 0.486], [0.900, 0.121, 1.982], [2.217, -1.926, 1.647], [0.372, -2.188, 1.402], [2.484, -2.049, -0.474], [-0.989, -2.934, -1.787], [-0.520, -2.982, -0.949], [-1.287, -2.038, -1.590]]}

***

{"formula": "C4H14N3", "method": "ωB97M-V/def2-TZVPD", "spin_multiplicity": 2, "e_tot_ha": -324.94247, "homo_ev": [-3.8, -8.8], "relative_energy_kcal_mol": 28.14, "total_charge": 0, "homo_lumo_gap_ev": [4.68, 9.65], "s2": 0.753, "species": ["C", "C", "N", "N", "N", "H", "H", "H", "H", "H", "H", "H", "H", "C", "C", "H", "H", "H", "H", "H", "H"], "coordinates": [[1.277, -0.447, 1.475], [1.943, 1.368, -0.115], [1.121, 0.274, 0.198], [2.821, 1.984, 0.800], [1.866, 2.043, -1.318], [0.378, -0.057, -0.373], [3.040, 1.459, 1.620], [3.745, 2.220, 0.444], [1.426, 1.586, -2.102], [1.937, 3.049, -1.357], [2.063, -0.075, 2.107], [1.484, -1.480, 1.177], [0.369, -0.366, 2.072], [-2.840, -1.013, -1.236], [-2.940, -1.975, -0.026], [-3.542, -0.189, -1.020], [-1.796, -0.740, -1.225], [-3.406, -1.300, -2.125], [-2.426, -1.492, 0.811], [-3.904, -1.883, 0.480], [-2.615, -2.967, -0.290]]}

***

{"formula": "C4H14N3", "method": "ωB97M-V/def2-TZVPD", "e_tot_ha": -324.70643, "homo_ev": [-14.0, -14.0], "relative_energy_kcal_mol": 99.41, "total_charge": 1, "homo_lumo_gap_ev": [8.94, 7.90], "species": ["C", "C", "C", "C", "N", "N", "N", "H", "H", "H", "H", "H", "H", "H", "H", "H", "H", "H", "H", "H", "H"], "coordinates": [[-0.588, -0.039, 2.901], [1.381, -1.171, 1.769], [-1.293, 0.848, 0.037], [0.159, -0.353, 1.644], [0.393, -0.750, -3.713], [-0.228, 0.075, 0.526], [1.327, -0.246, -1.117], [-0.223, 0.919, 3.275], [-0.392, -0.794, 3.657], [-1.659, 0.047, 2.736], [2.042, -0.759, 2.529], [1.111, -2.174, 2.098], [1.886, -1.222, 0.806], [-1.733, 0.350, -0.830], [-2.072, 0.973, 0.797], [-0.935, 1.835, -0.264], [1.301, -0.673, -4.158], [-0.247, -0.109, -4.165], [1.558, 0.747, -1.173], [0.739, -0.496, -1.933], [0.057, -1.696, -3.855]]}

***

{"formula": "C4H14N3", "method": "ωB97M-V/def2-TZVPD", "e_tot_ha": -324.67311, "homo_ev": -14.4, "smiles": "CCC[N+](C)(N)N", "relative_energy_kcal_mol": 120.32, "total_charge": 1, "homo_lumo_gap_ev": 11.65, "species": ["C", "C", "C", "N", "C", "N", "N", "H", "H", "H", "H", "H", "H", "H", "H", "H", "H", "H", "H", "H", "H"], "coordinates": [[1.261, -1.396, -1.672], [1.650, -0.973, -0.229], [0.789, 0.428, 0.567], [-0.710, 0.353, 0.557], [-1.231, 1.000, 1.800], [-1.197, 1.093, -0.580], [-1.318, -0.896, 0.458], [2.138, -1.652, -2.309], [0.825, -2.348, -1.745], [0.585, -0.628, -1.983], [2.595, -0.436, -0.289], [1.620, -1.732, 0.448], [1.178, 0.514, 1.594], [0.948, 1.308, 0.020], [-2.301, 1.198, 1.820], [-1.014, 0.359, 2.746], [-0.760, 1.876, 1.755], [-0.763, 1.112, -1.466], [-2.170, 0.906, -0.732], [-0.779, -1.622, -0.105], [-1.719, -1.403, 1.298]]}

***

{"formula": "C4H14N3O", "method": "ωB97M-V/def2-TZVPD", "spin_multiplicity": 2, "e_tot_ha": -400.23631, "homo_ev": [-8.9, -9.0], "relative_energy_kcal_mol": 0.68, "total_charge": 0, "homo_lumo_gap_ev": [9.89, 8.59], "s2": 0.754, "species": ["C", "C", "C", "N", "C", "N", "N", "H", "H", "H", "H", "H", "H", "H", "H", "H", "H", "H", "H", "H", "H", "O"], "coordinates": [[1.566, 1.360, 0.179], [0.990, 0.874, 1.497], [0.011, -0.310, 1.338], [-2.791, 0.381, -0.943], [-2.028, 0.390, 0.290], [-0.742, -0.184, 0.110], [2.415, 0.332, -0.400], [2.218, 2.207, 0.385], [0.765, 1.674, -0.479], [1.794, 0.562, 2.159], [0.443, 1.672, 2.010], [0.559, -1.251, 1.325], [-0.653, -0.328, 2.208], [-2.586, -0.121, 1.087], [-1.930, 1.431, 0.639], [0.037, -2.095, -0.853], [-3.726, 0.027, -0.828], [3.098, 0.726, -1.027], [1.876, -0.367, -0.895], [-2.285, -0.042, -1.704], [0.577, -3.283, -1.674], [0.500, -2.322, -1.668]]}